C5H10BN | the ωB97M-V functional and the def2-TZVPD basis

Cartesian coordinates (Å):
B  -3.40  -1.18  0.64
C  -0.52  0.81  -0.47
C  2.01  -0.87  -0.17
C  2.86  0.35  0.16
C  0.36  1.11  0.48
C  1.47  0.17  0.83
N  -4.30  -0.84  -0.34
H  -1.32  1.43  -0.67
H  -0.66  -0.13  -0.92
H  1.66  -0.93  -1.24
H  2.48  -1.82  0.19
H  3.67  0.03  0.78
H  3.00  1.28  -0.44
H  0.27  2.08  0.90
H  1.55  -0.05  1.89
H  -4.83  -1.52  -0.97
H  -4.30  0.09  -0.66

Energy: -275.971443 Eh
Frontier orbital gap: 9.30 eV
Energy relative to the best compared isomer or geometry (same formula, charge and spin): 110.7 kcal/mol

Charges computed using natural (NBO), reported in e: 0.45 -0.39 -0.42 -0.42 -0.17 -0.27 -1.31 0.18 0.19 0.22 0.22 0.20 0.22 0.20 0.22 0.44 0.42

---

C3H8NO | the ωB97M-V functional and the def2-TZVPD basis

Cartesian coordinates (Å):
C  -0.11  -0.89  0.21
N  0.84  -1.71  1.09
C  -0.56  0.40  0.90
C  0.19  0.77  -0.36
O  -0.30  1.64  -1.18
H  0.88  -1.37  -0.20
H  -1.28  -0.07  -2.72
H  -0.84  -1.40  -0.42
H  1.69  -1.17  1.23
H  -1.63  0.53  0.99
H  -0.16  0.58  1.90
H  -0.94  -0.63  -3.05
H  1.28  0.84  -0.25

Energy: -248.893060 Eh
Frontier orbital gap: 7.09 eV
Charge: -1
Energy relative to the best compared isomer or geometry (same formula, charge and spin): 121.5 kcal/mol

Charges computed using natural (NBO), reported in e: -0.37 -0.94 -0.50 0.25 -0.81 0.41 0.05 0.19 0.30 0.19 0.19 -0.06 0.09

---

C48H56F16N16O32S16 | the ωB97M-V functional and the def2-TZVPD basis

Cartesian coordinates (Å):
C  -19.64  -12.85  30.42
N  -18.49  -12.29  29.75
C  -17.86  -13.09  28.87
C  -16.74  -12.68  28.23
C  -16.30  -11.37  28.46
C  -16.98  -10.53  29.34
C  -18.08  -11.06  29.95
C  -15.06  -10.91  27.85
C  -14.41  -9.78  28.30
C  -13.22  -9.45  27.75
N  -12.67  -10.19  26.78
C  -13.32  -11.24  26.27
C  -14.51  -11.63  26.82
C  -11.32  -9.91  26.35
H  -20.41  -13.05  29.69
H  -20.04  -12.16  31.18
H  -19.39  -13.81  30.84
H  -18.29  -14.02  28.58
H  -16.29  -13.33  27.48
H  -16.73  -9.50  29.58
H  -18.57  -10.53  30.76
H  -14.83  -9.14  29.07
H  -12.63  -8.59  28.00
H  -12.88  -11.82  25.46
H  -15.00  -12.44  26.31
H  -10.69  -10.78  26.33
H  -10.91  -9.16  27.01
H  -11.34  -9.46  25.37
C  -5.43  -6.31  20.31
N  -6.82  -6.57  19.97
C  -7.77  -5.98  20.72
C  -9.07  -6.29  20.60
C  -9.39  -7.31  19.67
C  -8.44  -7.96  18.95
C  -7.13  -7.59  19.13
C  -10.79  -7.64  19.54
C  -11.32  -7.88  18.30
C  -12.58  -8.35  18.14
N  -13.35  -8.57  19.23
C  -12.92  -8.33  20.46
C  -11.58  -7.81  20.66
C  -14.70  -9.06  19.04
H  -5.03  -6.58  21.27
H  -5.32  -5.24  20.22
H  -4.76  -6.70  19.56
H  -7.43  -5.19  21.37
H  -9.87  -5.81  21.18
H  -8.71  -8.84  18.39
H  -6.29  -8.12  18.69
H  -10.74  -7.67  17.38
H  -13.00  -8.58  17.19
H  -13.57  -8.59  21.26
H  -11.21  -7.70  21.66
H  -14.88  -9.61  19.95
H  -14.73  -9.77  18.22
H  -15.40  -8.22  18.81
C  -29.17  -11.64  30.14
N  -28.20  -11.24  29.12
C  -28.51  -10.41  28.16
C  -27.61  -10.05  27.20
C  -26.40  -10.63  27.14
C  -26.10  -11.59  28.09
C  -27.02  -11.89  29.06
C  -25.40  -10.36  26.05
C  -24.69  -11.38  25.43
C  -23.91  -11.07  24.32
N  -23.92  -9.84  23.78
C  -24.47  -8.80  24.44
C  -25.24  -9.02  25.56
C  -23.06  -9.58  22.59
H  -28.92  -11.34  31.16
H  -29.23  -12.70  30.10
H  -30.17  -11.24  29.96
H  -29.46  -9.90  28.12
H  -27.89  -9.30  26.49
H  -25.16  -12.14  28.06
H  -26.83  -12.65  29.81
H  -24.67  -12.43  25.73
H  -23.32  -11.85  23.86
H  -24.32  -7.83  23.99
H  -25.71  -8.21  26.12
H  -22.69  -10.51  22.19
H  -22.22  -8.95  22.87
H  -23.66  -9.05  21.85
C  -22.47  -9.72  28.79
N  -21.14  -9.46  28.14
C  -20.28  -8.59  28.70
C  -19.08  -8.29  28.05
C  -18.81  -8.79  26.80
C  -19.74  -9.66  26.26
C  -20.88  -9.99  26.93
C  -17.56  -8.47  26.12
C  -16.88  -7.29  26.40
C  -15.69  -7.08  25.75
N  -15.22  -7.96  24.89
C  -15.78  -9.16  24.70
C  -17.00  -9.43  25.28
C  -13.95  -7.66  24.23
H  -22.59  -8.92  29.50
H  -22.35  -10.65  29.34
H  -23.27  -9.71  28.05
H  -20.57  -8.21  29.67
H  -18.43  -7.62  28.61
H  -19.54  -10.09  25.30
H  -21.52  -10.73  26.53
H  -17.20  -6.53  27.09
H  -15.06  -6.22  25.94
H  -15.24  -9.86  24.09
H  -17.40  -10.43  25.17
H  -13.78  -8.42  23.47
H  -13.20  -7.67  25.02
H  -14.00  -6.65  23.81
N  -26.31  -7.24  30.47
S  -26.54  -7.16  29.00
O  -27.86  -7.58  28.70
O  -25.54  -7.57  27.99
F  -26.53  -5.65  28.94
S  -26.21  -8.75  31.20
O  -25.31  -9.61  30.48
O  -27.49  -9.34  31.49
F  -25.73  -8.38  32.48
N  -17.12  -6.63  20.82
S  -16.18  -5.67  21.61
O  -14.73  -5.75  21.47
O  -16.58  -5.28  22.87
F  -16.49  -4.51  20.70
S  -17.49  -8.11  21.46
O  -18.69  -8.23  22.22
O  -16.26  -8.72  21.90
F  -17.87  -8.79  20.21
N  -12.64  -10.69  22.81
S  -11.10  -10.85  22.57
O  -10.56  -10.74  21.18
O  -10.41  -11.67  23.48
F  -10.83  -9.47  23.10
S  -13.58  -11.83  22.04
O  -13.06  -13.10  22.08
O  -14.12  -11.39  20.79
F  -14.73  -11.81  22.92
N  -11.85  -6.43  26.67
S  -10.76  -5.79  25.74
O  -9.56  -5.33  26.35
O  -11.24  -5.04  24.61
F  -10.30  -7.06  25.14
S  -12.73  -5.50  27.77
O  -13.61  -4.54  27.20
O  -12.01  -5.28  28.96
F  -13.71  -6.54  28.07
N  -15.47  -15.45  25.80
S  -13.92  -15.50  25.23
O  -13.20  -14.22  25.21
O  -13.80  -16.42  24.17
F  -13.36  -16.16  26.43
S  -16.66  -14.73  24.85
O  -17.03  -15.32  23.64
O  -16.55  -13.29  24.87
F  -17.79  -15.02  25.75
N  -16.67  -5.85  31.42
S  -15.67  -5.95  30.31
O  -16.34  -6.30  29.04
O  -14.43  -6.63  30.59
F  -15.43  -4.54  30.26
S  -17.40  -7.10  32.17
O  -16.85  -7.41  33.41
O  -17.56  -8.24  31.31
F  -18.77  -6.63  32.44
N  -21.53  -13.00  25.47
S  -20.31  -12.93  24.28
O  -20.24  -13.88  23.20
O  -19.05  -12.42  24.75
F  -20.99  -11.72  23.70
S  -21.43  -14.16  26.68
O  -20.50  -13.81  27.69
O  -21.53  -15.51  26.28
F  -22.72  -13.92  27.40
N  -20.74  -9.94  32.50
S  -19.77  -9.97  33.80
O  -20.06  -10.93  34.80
O  -19.33  -8.74  34.36
F  -18.62  -10.53  33.03
S  -22.16  -9.17  32.43
O  -22.16  -8.14  31.41
O  -22.73  -8.91  33.69
F  -23.05  -10.20  31.79

Energy: -13114.983303 Eh
Frontier orbital gap: 4.88 eV

Löwdin atomic charge list, values in e, 99 entries: 0.03 -0.05 0.01 0.08 -0.09 0.06 0.00 -0.12 0.07 0.01 -0.05 0.02 0.04 0.02 0.07 0.09 0.12 0.14 0.11 0.11 0.11 0.13 0.12 0.13 0.09 0.12 0.10 0.07 0.01 -0.08 0.00 0.08 -0.12 0.05 0.05 -0.17 0.03 0.02 -0.05 0.07 0.09 0.02 0.12 0.11 0.10 0.16 0.16 0.15 0.15 0.15 0.14 0.11 0.12 0.05 0.11 0.13 0.03 -0.05 0.00 0.01 -0.14 0.05 0.01 -0.09 0.05 -0.01 -0.07 0.02 0.05 0.04 0.10 0.10 0.11 0.16 0.14 0.13 0.16 0.13 0.13 0.15 0.10 0.10 0.11 0.11 0.05 -0.04 0.06 0.06 -0.12 0.04 0.00 -0.10 0.07 0.01 -0.04 -0.01 0.06 0.04 0.06

---

C20H26N2O2S | the ωB97M-V functional and the def2-TZVPD basis

Cartesian coordinates (Å):
C  1.22  5.76  -0.38
C  1.26  4.45  -1.15
O  1.43  3.41  -0.22
C  1.56  2.12  -0.67
C  1.44  1.76  -2.00
C  1.54  0.45  -2.42
C  1.78  -0.56  -1.50
C  1.78  -2.01  -1.89
N  0.50  -2.62  -1.57
C  -0.63  -2.15  -2.34
C  0.32  -3.30  -0.41
S  1.60  -3.86  0.48
N  -0.95  -3.60  -0.06
C  -1.28  -4.09  1.26
C  -1.25  -2.96  2.32
C  -1.99  -1.76  1.82
C  -3.38  -1.71  1.87
C  -4.07  -0.63  1.33
C  -3.37  0.40  0.73
C  -1.99  0.36  0.68
C  -1.31  -0.71  1.22
C  1.93  -0.21  -0.16
C  1.82  1.11  0.28
O  1.97  1.25  1.62
C  2.09  2.51  2.23
H  1.09  6.59  -1.06
H  2.15  5.89  0.17
H  0.40  5.75  0.34
H  0.32  4.32  -1.71
H  2.09  4.46  -1.87
H  1.25  2.52  -2.74
H  1.43  0.22  -3.47
H  1.97  -2.13  -2.96
H  2.54  -2.56  -1.32
H  -1.18  -1.35  -1.83
H  -1.31  -2.97  -2.57
H  -0.25  -1.75  -3.28
H  -1.68  -3.03  -0.46
H  -0.56  -4.86  1.53
H  -2.28  -4.53  1.21
H  -1.68  -3.34  3.24
H  -0.20  -2.70  2.50
H  -3.93  -2.52  2.34
H  -5.15  -0.60  1.39
H  -3.91  1.24  0.31
H  -1.44  1.16  0.21
H  -0.23  -0.73  1.18
H  2.14  -0.96  0.58
H  1.17  3.09  2.15
H  2.91  3.09  1.80
H  2.30  2.31  3.28

Energy: -1435.879797 Eh
Frontier orbital gap: 8.50 eV
Energy relative to the best compared isomer or geometry (same formula, charge and spin): 38.8 kcal/mol

Charges computed using natural (NBO), reported in e: -0.62 -0.06 -0.52 0.21 -0.28 -0.22 -0.05 -0.23 -0.43 -0.43 0.32 -0.30 -0.61 -0.21 -0.46 0.07 -0.26 -0.21 -0.23 -0.20 -0.26 -0.27 0.33 -0.51 -0.24 0.21 0.21 0.21 0.17 0.17 0.22 0.21 0.20 0.26 0.21 0.21 0.22 0.40 0.24 0.20 0.22 0.23 0.21 0.21 0.21 0.22 0.22 0.25 0.18 0.18 0.19

---

Record-wise HOMO energy values, in eV: -8.52, -2.32, -8.33, -7.84
Record-wise LUMO level values, in eV: 0.8, 4.8, -3.4, 0.7